# 1
# C2H8N3P

A molecular structure, C2H8N3P in a non-equilibrium geometry (ωB97M-V/def2-TZVPD, the OMol25 dataset).

Energy, Ha: -586.48607
Frontier orbital gap (spin up / spin down), eV: 7.6 / 8.0

Last column: natural (NBO) charge in e.
Geometry (Å):
C: 1.019 0.168 0.923  -0.622
C: 0.796 -0.389 -0.487  -0.263
N: -2.975 -0.554 0.720  -1.104
N: -0.462 -1.122 -0.736  -0.617
N: -2.839 1.851 -0.317  -1.065
P: -2.153 0.397 -0.212  1.570
H: 2.025 0.525 1.069  0.226
H: 0.276 0.935 1.068  0.206
H: 0.925 -0.556 1.723  0.219
H: 0.751 0.494 -1.202  0.179
H: 1.621 -1.103 -0.777  0.212
H: -2.358 -1.338 0.891  0.372
H: -0.660 -1.040 -1.682  0.332
H: -2.734 2.177 -1.240  0.356

# 2
# C2H8N3P

C2H8N3P in the gas phase in a non-equilibrium geometry (ωB97M-V/def2-TZVPD, the OMol25 dataset).

Energy, Ha: -586.51455
Frontier orbital gap (spin up / spin down), eV: 9.1 / 9.1

Last column: natural (NBO) charge in e.
Geometry (Å):
C: 0.644 -1.681 0.733  -0.626
C: -0.771 -1.127 0.594  -0.225
N: 0.045 0.641 -2.815  -0.988
N: 0.635 2.338 -0.660  -1.178
N: -0.911 0.252 0.344  -0.858
P: -0.118 0.881 -1.300  1.635
H: 1.109 -0.924 1.386  0.199
H: 0.667 -2.642 1.095  0.220
H: 1.245 -1.522 -0.146  0.217
H: -1.370 -1.709 -0.232  0.197
H: -1.395 -1.187 1.478  0.206
H: 0.968 2.941 -1.529  0.429
H: -0.045 2.817 -0.009  0.391
H: -0.704 0.922 1.061  0.382

# 3
# C2H8N4

3 unconnected molecules or ions with the total composition C2H8N4 in a non-equilibrium geometry (ωB97M-V/def2-TZVPD, the OMol25 dataset).

Energy, Ha: -299.98312
Frontier orbital gap, eV: 9.9

Last column: natural (NBO) charge in e.
Geometry (Å):
C: -1.336 0.093 -0.756  0.354
C: 0.819 -0.499 -0.153  0.582
N: 1.955 -1.089 -0.643  -0.813
N: 0.706 0.005 1.038  -0.843
N: -1.919 -0.116 0.445  -0.794
N: -0.168 -0.375 -1.089  -0.593
H: 0.076 1.701 0.745  0.048
H: 1.555 -0.030 1.593  0.351
H: 1.981 -1.249 -1.636  0.401
H: 2.834 -0.913 -0.186  0.386
H: -1.245 -0.179 1.209  0.440
H: -2.883 0.128 0.596  0.394
H: -2.038 0.163 -1.583  0.180
H: -0.339 2.359 0.418  -0.093

# 4
# C2H8N4

2 unconnected molecules or ions with the total composition C2H8N4 in a non-equilibrium geometry (ωB97M-V/def2-TZVPD, the OMol25 dataset).

Energy, Ha: -299.29320
Net charge: +2
Frontier orbital gap, eV: 8.1

Last column: natural (NBO) charge in e.
Geometry (Å):
C: 0.768 1.403 0.366  0.351
C: -0.519 -1.356 -0.591  0.891
N: -1.736 -1.639 -0.420  -0.719
N: 0.538 -1.710 -1.184  -0.719
N: 0.891 2.495 1.072  -0.686
N: -0.045 0.443 0.654  -0.616
H: 1.410 1.304 -0.504  0.224
H: -2.250 -2.254 -1.069  0.496
H: -2.313 -1.277 0.340  0.492
H: 0.674 -2.659 -1.563  0.496
H: 1.353 -1.101 -1.287  0.484
H: 1.591 3.194 0.858  0.456
H: 0.336 2.672 1.904  0.436
H: -0.700 0.486 1.424  0.414

# 5
# C2H8N4

2 unconnected molecules or ions with the total composition C2H8N4 in a non-equilibrium geometry (ωB97M-V/def2-TZVPD, the OMol25 dataset).

Energy, Ha: -299.23625
Net charge: +2
Frontier orbital gap (spin up / spin down), eV: 9.3 / 9.3

Last column: natural (NBO) charge in e.
Geometry (Å):
C: 1.293 0.090 -0.027  0.669
C: -1.359 0.168 0.146  0.664
N: 1.783 0.522 1.080  -0.783
N: -1.950 -0.525 1.054  -0.768
N: 1.657 -0.622 -1.000  -0.785
N: -1.691 0.770 -0.924  -0.752
H: 1.492 1.076 1.912  0.494
H: 2.808 0.589 1.166  0.453
H: -1.206 -0.969 1.724  0.475
H: -2.834 -0.977 0.916  0.466
H: 1.017 -0.974 -1.810  0.478
H: 2.580 -0.820 -1.412  0.480
H: -0.963 1.085 -1.572  0.459
H: -2.627 0.587 -1.253  0.452

# 6
# C2H8N4O

A molecular structure, C2H8N4O in a non-equilibrium geometry (ωB97M-V/def2-TZVPD, the OMol25 dataset).

Energy, Ha: -375.00170
Frontier orbital gap, eV: 6.6

Last column: natural (NBO) charge in e.
Geometry (Å):
C: -0.487 -1.315 1.332  -0.157
N: 1.437 0.322 0.119  -0.503
C: 0.464 0.464 -0.696  0.684
N: -2.132 0.691 -0.258  -0.452
N: 2.743 0.513 -0.312  -0.698
O: -1.092 -0.165 0.227  -0.503
N: 0.210 0.545 -1.922  -0.851
H: -2.938 0.112 -0.474  0.351
H: -2.311 1.362 0.486  0.355
H: 3.360 0.755 0.453  0.381
H: 2.810 0.753 -1.300  0.376
H: -0.776 0.493 -2.156  0.384
H: 0.070 -0.767 2.081  0.225
H: 0.096 -2.054 0.795  0.222
H: -1.454 -1.709 1.626  0.187

# 7
# C2H8N4O

A gas-phase ion, C2H8N4O (charge +2) in a non-equilibrium geometry (ωB97M-V/def2-TZVPD, the OMol25 dataset).

Energy, Ha: -374.51628
Net charge: +2
Frontier orbital gap, eV: 11.6

Last column: natural (NBO) charge in e.
Geometry (Å):
C: -0.489 -0.649 -1.366  0.693
C: -0.378 0.276 0.904  0.385
N: -0.018 0.601 -0.438  -0.642
N: -0.936 -1.512 -0.456  -0.276
N: -0.319 -0.436 -2.631  -0.690
N: 0.790 0.547 1.934  -0.759
O: -0.611 -1.131 0.904  -0.295
H: -1.275 0.761 1.372  0.230
H: -0.057 1.514 -0.845  0.441
H: -0.929 -2.620 -0.516  0.503
H: 0.040 0.507 -2.826  0.462
H: -0.638 -1.064 -3.377  0.483
H: 0.368 0.654 2.897  0.473
H: 1.330 1.521 1.680  0.501
H: 1.431 -0.326 2.059  0.490

# 8
# C2H8N4O2

A molecular structure, C2H8N4O2 in a non-equilibrium geometry (ωB97M-V/def2-TZVPD, the OMol25 dataset).

Energy, Ha: -449.68124
Net charge: +2
Frontier orbital gap, eV: 10.5

Last column: natural (NBO) charge in e.
Geometry (Å):
C: -0.959 0.180 0.198  0.552
C: 0.954 -0.186 0.237  0.538
N: -1.440 0.991 1.132  -0.744
N: 1.422 -0.787 1.308  -0.730
N: -1.603 -0.406 -0.767  -0.261
N: 1.619 0.216 -0.799  -0.269
O: -2.944 -0.172 -0.753  -0.499
O: 3.000 0.143 -0.752  -0.515
H: -1.053 1.357 2.020  0.486
H: -2.499 1.047 1.061  0.474
H: 0.843 -1.008 2.163  0.485
H: 2.373 -0.996 1.137  0.461
H: -1.199 -0.723 -1.724  0.467
H: 1.426 0.800 -1.706  0.486
H: -3.387 -0.934 -1.213  0.534
H: 3.448 0.476 -1.543  0.535

# 9
# C2H8N4O2Sn

A molecular structure, C2H8N4O2Sn in a non-equilibrium geometry (ωB97M-V/def2-TZVPD, the OMol25 dataset).

Energy, Ha: -664.21213
Net charge: +2
Frontier orbital gap, eV: 5.7

Last column: natural (NBO) charge in e.
Geometry (Å):
Sn: -16.006 -2.888 -21.141  1.833
C: -13.573 0.281 -20.325  0.799
O: -14.438 -0.651 -20.287  -0.855
N: -12.713 0.346 -21.352  -0.783
N: -13.555 1.236 -19.423  -0.766
H: -12.843 -0.399 -22.011  0.411
H: -11.872 0.885 -21.229  0.425
H: -14.217 1.301 -18.668  0.435
H: -12.785 1.886 -19.396  0.420
C: -15.718 -6.809 -20.388  0.806
O: -16.024 -5.780 -21.018  -0.819
N: -16.539 -7.516 -19.594  -0.787
N: -14.420 -7.212 -20.290  -0.795
H: -16.083 -8.035 -18.865  0.414
H: -17.522 -7.312 -19.530  0.428
H: -13.712 -6.771 -20.848  0.418
H: -14.208 -8.012 -19.720  0.415

# 10
# C2H8N4O2Tl

A molecular structure, C2H8N4O2Tl in a non-equilibrium geometry (ωB97M-V/def2-TZVPD, the OMol25 dataset).

Energy, Ha: -621.65865
Net charge: +3
Frontier orbital gap, eV: 5.2

Last column: Löwdin charge in e.
Geometry (Å):
Tl: -0.321 1.289 -1.117  1.856
C: -1.306 -1.394 -1.765  -0.565
O: -0.861 -0.292 -2.106  -0.028
N: -1.320 -1.816 -0.503  0.243
N: -2.122 -2.091 -2.519  0.308
H: -0.922 -1.141 0.134  0.105
H: -1.492 -2.776 -0.241  0.173
H: -2.511 -2.949 -2.154  0.173
H: -2.480 -1.830 -3.426  0.179
C: 1.271 1.525 1.301  -0.721
O: 0.407 1.683 0.537  0.008
N: 1.215 1.035 2.475  0.297
N: 2.360 2.178 1.198  0.278
H: 0.361 0.692 2.892  0.174
H: 1.973 1.239 3.111  0.178
H: 3.110 2.059 1.864  0.177
H: 2.637 2.591 0.320  0.166

> Which of these has the lowest energy?

C2H8N4O2Sn